DFT (the ωB97M-V functional and the def2-TZVPD basis) results for a cluster of 4 separate species, C2H11O3S in total at a distorted geometry.

Each atom is followed by the atoms it is bonded to, with distances in Å.
Atoms and positions in Å:
1 C -0.389 1.553 0.617  C2 1.552, H4 1.087, H5 1.090, H6 1.087
2 C 0.693 0.931 -0.305  C1 1.552, S3 1.817, H7 1.099, H8 1.090
3 S 0.706 -0.882 -0.189  C2 1.817
4 H -0.992 0.722 0.973  C1 1.087
5 H 0.086 1.904 1.533  C1 1.090
6 H -0.965 2.368 0.184  C1 1.087
7 H 0.466 1.191 -1.349  C2 1.099
8 H 1.633 1.456 -0.134  C2 1.090
9 H -1.342 -2.554 1.691  O11 0.955
10 H -2.137 -1.190 1.773  O11 0.945
11 O -2.167 -2.125 1.910  H9 0.955, H10 0.945
12 H 3.413 -0.034 -2.036  O14 0.971
13 H 3.270 -0.711 -0.717  O14 0.964
14 O 3.945 -0.301 -1.270  H12 0.971, H13 0.964
15 H -1.317 -0.794 -0.614  O17 0.971
16 H -2.822 -0.484 -0.915  O17 0.963
17 O -2.083 -1.053 -1.151  H15 0.971, H16 0.963

Total charge: 0
2S+1: 2
Relative energy (zero: lowest compared OMol25 entry of this formula, charge and spin) in kcal per mole: 8.9
Frontier orbital gap (alpha / beta) in eV: 10.92 / 7.11
Molecular weight in g mol⁻¹: 115.2